1.
{
  "formula": "C23H40Br2ClI2N5O7P2S",
  "method": "ωB97M-V with the def2-TZVPD basis set",
  "charge": 0,
  "elements": ["C", "C", "C", "C", "C", "C", "C", "Cl", "C", "C", "N", "C", "Br", "C", "C", "Br", "C", "N", "P", "S", "N", "C", "C", "C", "C", "O", "O", "C", "C", "C", "C", "I", "C", "C", "I", "P", "N", "O", "O", "H", "H", "H", "H", "H", "H", "H", "H", "H", "H", "H", "H", "H", "H", "H", "H", "H", "H", "H", "H", "H", "H", "H", "H", "H", "H", "H", "H", "H", "H", "H", "H", "H", "H", "H", "H", "H", "H", "H", "H", "N", "O", "O", "O"],
  "positions_angstrom": [[3.648, 4.307, 3.589], [3.964, 3.895, 2.098], [2.757, 3.009, 1.604], [2.366, 3.398, 0.147], [1.887, 2.256, -0.799], [0.392, 1.848, -0.845], [-0.478, 3.157, -1.102], [0.281, 4.318, -2.264], [-0.851, 3.959, 0.185], [-1.300, 5.423, -0.149], [-0.293, 1.246, 0.315], [0.122, 1.211, 1.674], [-0.712, 2.353, 3.077], [1.018, 0.387, 2.214], [1.763, -0.634, 1.350], [1.504, 0.334, 4.058], [-0.961, 0.070, -0.065], [-2.052, -0.459, 0.384], [-3.024, 0.251, 1.679], [-4.794, -0.511, 1.616], [-0.240, -0.419, -1.144], [-0.796, -1.650, -1.728], [-0.666, -2.866, -0.744], [-1.952, -3.748, -0.882], [-1.761, -5.018, -0.057], [-2.197, -6.040, -0.376], [-1.006, -4.856, 1.060], [-1.058, -5.996, 1.951], [-0.512, -5.500, 3.326], [0.215, 0.707, -1.969], [1.339, 0.561, -3.045], [1.591, 2.074, -4.595], [2.287, -0.371, -3.178], [3.335, -0.397, -4.303], [2.591, -1.986, -1.845], [-1.324, 0.903, -3.115], [-2.672, 0.739, -2.351], [-1.169, -0.114, -4.387], [-1.441, 2.390, -3.810], [4.549, 4.502, 4.183], [2.970, 5.172, 3.526], [3.063, 3.488, 4.043], [3.954, 4.835, 1.521], [4.922, 3.364, 2.038], [3.090, 1.964, 1.679], [1.917, 3.273, 2.262], [1.779, 4.325, 0.080], [3.340, 3.724, -0.276], [2.567, 1.404, -0.602], [2.224, 2.615, -1.782], [-1.467, 2.909, -1.518], [-1.732, 3.502, 0.659], [-0.063, 4.055, 0.938], [-1.867, 5.781, 0.731], [-0.437, 6.100, -0.221], [-1.960, 5.478, -1.023], [2.776, -0.719, 1.766], [1.774, -0.192, 0.355], [1.253, -1.608, 1.368], [-2.462, -1.313, -0.002], [-2.977, 1.661, 1.618], [-2.405, -0.200, 2.872], [-0.283, -1.887, -2.672], [-1.874, -1.610, -1.974], [0.166, -3.529, -1.008], [-0.523, -2.540, 0.296], [-2.879, -3.195, -0.651], [-2.008, -4.069, -1.935], [-0.404, -6.804, 1.587], [-2.069, -6.400, 2.089], [-0.584, -4.397, 3.309], [0.556, -5.746, 3.422], [-1.131, -5.850, 4.160], [2.779, -0.490, -5.251], [3.982, 0.489, -4.282], [3.980, -1.283, -4.239], [-3.243, 1.575, -2.398], [-1.845, -0.798, -4.219], [-1.800, 2.288, -4.708], [-4.367, -7.031, 1.669], [-3.923, -8.120, 2.083], [-4.770, -6.920, 0.502], [-4.374, -6.031, 2.431]],
  "forces_ev_per_angstrom": [[-0.12, -0.60, -0.96], [-1.34, 0.24, 1.09], [0.50, 1.43, -0.48], [1.32, -0.35, 0.02], [0.89, 0.19, 1.03], [0.02, 1.74, -1.49], [-0.31, 0.57, 0.51], [0.02, -0.45, 0.14], [-0.45, 1.02, -0.47], [-0.07, -0.30, 1.08], [-1.02, -1.46, 1.75], [-0.36, 1.20, 1.80], [-0.02, 0.07, -1.05], [0.62, -1.32, -0.49], [-0.20, 1.06, 0.89], [-0.15, -0.11, -0.79], [3.01, 0.89, -3.11], [0.14, 0.86, 1.82], [-2.25, -1.49, 0.86], [0.46, 0.34, -0.28], [-1.67, -0.92, 0.01], [0.30, -1.70, 0.00], [-0.82, -0.01, -0.58], [1.47, 0.48, 0.07], [0.76, 2.47, 1.05], [-1.32, -3.23, -1.38], [-0.47, 0.35, -0.23], [0.67, -0.48, 1.61], [-0.18, 0.59, -1.01], [-0.62, 0.75, -1.66], [0.82, -0.37, 0.69], [-0.38, -0.36, 0.59], [0.63, -0.06, -0.18], [-0.38, -0.80, 0.23], [0.10, 0.21, -0.20], [-2.63, 2.30, -0.78], [0.82, -0.91, 0.66], [0.16, 0.32, 1.40], [0.78, -1.16, -0.16], [-0.36, 0.18, -0.12], [0.40, -0.13, 0.40], [0.45, 0.31, 0.14], [0.49, -0.48, -0.01], [-0.25, 0.25, -0.26], [-0.55, 0.18, 0.03], [0.18, -0.71, -0.01], [-0.07, -0.50, 0.22], [-0.49, -0.31, -0.19], [-0.57, 0.09, -0.03], [-0.82, -0.39, 0.07], [0.62, -0.12, -0.13], [0.49, -0.22, -0.18], [-0.11, -0.42, -0.29], [0.11, -0.13, -0.40], [-0.33, -0.27, -0.41], [0.32, 0.07, 0.16], [-0.27, -0.20, -0.42], [0.25, -0.63, 0.06], [0.24, 0.26, -0.05], [0.17, 0.26, -0.10], [0.69, -0.40, -0.39], [0.52, 0.59, -0.55], [0.02, 0.26, 0.43], [0.35, 0.78, 0.11], [-0.01, 0.47, 0.12], [-0.02, -0.15, -0.35], [0.16, -0.42, 0.21], [-0.23, 0.04, 0.40], [-0.35, 0.36, -0.22], [0.17, 0.41, -0.40], [0.00, -0.39, 0.18], [-0.38, -0.06, 0.30], [0.37, -0.16, -0.23], [0.42, 0.33, 0.19], [-0.35, -0.16, -0.12], [-0.26, 0.26, 0.18], [-0.07, -0.23, -0.10], [0.11, 0.12, -0.35], [0.24, 0.10, 0.15], [0.00, -0.03, -0.21], [0.10, -0.03, 0.12], [-0.24, 0.02, -0.04], [0.16, 0.19, 0.09]]
}


2.
{
  "formula": "C17H43BFNO12P2S",
  "method": "ωB97M-V with the def2-TZVPD basis set",
  "charge": 0,
  "elements": ["C", "C", "C", "N", "B", "O", "O", "C", "C", "S", "O", "O", "F", "H", "H", "H", "H", "H", "H", "H", "H", "H", "H", "H", "H", "H", "C", "C", "O", "P", "O", "O", "C", "C", "O", "C", "C", "H", "H", "H", "H", "H", "H", "H", "H", "H", "H", "H", "H", "H", "H", "H", "C", "C", "O", "P", "O", "O", "C", "C", "O", "C", "C", "H", "H", "H", "H", "H", "H", "H", "H", "H", "H", "H", "H", "H", "H", "H"],
  "positions_angstrom": [[-1.720, 2.295, 9.076], [-1.725, 1.344, 7.701], [-0.813, 2.186, 6.599], [-0.696, 1.490, 5.250], [0.321, 0.363, 5.375], [-0.177, -1.035, 5.626], [1.794, 0.514, 5.320], [2.328, -0.015, 4.053], [3.885, 0.561, 3.912], [-0.185, 2.740, 4.142], [1.132, 3.417, 4.678], [-0.032, 2.244, 2.656], [-1.420, 3.974, 4.071], [-2.784, 2.392, 9.555], [-1.394, 3.384, 8.733], [-0.891, 1.938, 9.848], [-1.295, 0.269, 7.912], [-2.833, 1.178, 7.310], [-1.327, 3.259, 6.528], [0.231, 2.373, 7.124], [0.239, -1.388, 6.479], [1.759, 0.396, 3.097], [2.276, -1.195, 3.968], [4.217, 0.579, 2.787], [3.948, 1.679, 4.298], [4.543, -0.116, 4.607], [-1.292, 0.967, -0.983], [-2.011, -0.174, -1.678], [-2.529, -1.113, -0.746], [-4.112, -1.015, -0.237], [-4.705, -0.980, -1.667], [-4.364, -2.647, -0.009], [-5.347, -3.324, -0.790], [-4.746, -3.865, -2.077], [-3.450, -1.053, 1.361], [-2.692, -0.012, 1.926], [-3.429, 1.308, 1.971], [-1.990, 1.563, -0.396], [-0.817, 1.633, -1.710], [-0.518, 0.593, -0.304], [-2.787, 0.222, -2.334], [-1.292, -0.711, -2.304], [-6.207, -2.676, -0.978], [-5.719, -4.164, -0.191], [-4.110, -3.131, -2.587], [-5.532, -4.177, -2.767], [-4.102, -4.725, -1.868], [-1.730, 0.064, 1.423], [-2.459, -0.312, 2.954], [-3.879, 1.558, 1.007], [-2.744, 2.111, 2.263], [-4.238, 1.268, 2.707], [3.482, -2.455, -7.442], [3.105, -2.433, -5.972], [3.520, -1.230, -5.342], [2.463, 0.048, -5.176], [1.347, -0.795, -4.510], [3.075, 0.645, -3.745], [2.250, 0.667, -2.581], [2.385, -0.625, -1.792], [3.709, 0.989, -5.920], [4.102, 0.855, -7.264], [2.972, 1.081, -8.244], [2.937, -1.690, -7.993], [3.242, -3.423, -7.894], [4.553, -2.269, -7.579], [2.032, -2.603, -5.863], [3.622, -3.253, -5.465], [1.212, 0.883, -2.845], [2.590, 1.502, -1.956], [2.337, -1.516, -2.430], [1.597, -0.700, -1.040], [3.355, -0.669, -1.288], [4.600, -0.100, -7.413], [4.872, 1.615, -7.445], [2.082, 0.503, -7.981], [3.291, 0.805, -9.254], [2.683, 2.136, -8.255]],
  "forces_ev_per_angstrom": [[0.62, 0.35, -0.69], [-0.29, 0.31, 0.07], [-0.77, 0.62, 2.95], [0.43, 2.04, -0.43], [2.30, -3.23, 0.26], [1.14, 3.37, 1.37], [-3.59, -0.48, -1.23], [1.47, 0.33, -2.04], [-0.78, -0.09, 0.57], [6.01, 1.56, -3.91], [-6.06, -2.27, -1.69], [-1.58, 1.50, 6.31], [2.08, -2.94, 0.71], [2.19, -0.42, -0.83], [-0.76, -2.19, 0.83], [-2.01, 0.66, -1.60], [-0.71, 2.24, -0.43], [2.43, 0.52, 0.70], [1.11, -2.47, -0.31], [-1.91, -0.40, -1.37], [-0.47, 0.61, -2.01], [0.81, -0.66, 2.18], [0.19, 2.41, 0.56], [-0.56, -0.39, 2.29], [-0.38, -2.40, -0.72], [-0.95, 1.41, -1.60], [0.15, 0.01, 0.08], [0.56, 0.08, -0.43], [-0.12, 1.37, 0.19], [5.03, -7.49, -2.83], [-1.53, 3.35, 2.83], [-0.79, 1.20, 1.05], [-0.17, -0.23, -0.19], [0.36, -0.01, -0.16], [-3.09, 1.34, -0.66], [0.41, 0.40, 0.35], [-0.07, 0.16, 0.37], [-0.02, 0.12, 0.06], [-0.07, -0.09, 0.01], [-0.08, 0.06, -0.15], [-0.10, -0.17, 0.03], [-0.11, -0.08, 0.02], [0.20, -0.03, -0.13], [0.20, 0.18, 0.11], [-0.34, 0.01, 0.17], [0.01, -0.03, 0.02], [-0.14, 0.02, 0.03], [-0.05, 0.09, -0.28], [-0.19, -0.19, -0.11], [0.12, 0.04, -0.11], [-0.12, -0.06, -0.14], [0.03, -0.01, -0.11], [0.17, -0.04, -0.11], [0.18, -0.59, -0.06], [-0.58, -0.07, -1.27], [5.86, -3.79, 6.39], [-1.39, 2.58, -3.60], [-0.67, 1.07, -1.31], [-0.12, -0.02, 0.36], [0.21, -0.32, -0.04], [-3.26, 0.93, -0.16], [0.29, 0.04, -0.53], [0.02, 0.30, -0.22], [-0.07, 0.03, -0.10], [0.00, 0.06, 0.10], [-0.17, -0.10, 0.06], [0.01, 0.11, 0.16], [-0.05, 0.12, 0.09], [0.12, -0.21, 0.02], [0.11, -0.05, -0.25], [-0.20, 0.32, 0.03], [0.02, 0.01, 0.02], [-0.10, 0.10, 0.01], [-0.19, -0.22, 0.07], [-0.14, 0.02, 0.28], [0.03, -0.16, -0.03], [-0.13, 0.00, 0.11], [-0.01, -0.13, 0.02]]
}


Number 1: energy -244496.324 eV, Kohn-Sham gap 4.2791 eV, HOMO -5.95 eV. Number 2: energy -77188.018 eV, Kohn-Sham gap 8.0987 eV, HOMO -9.73 eV.